# 1
3 unconnected molecules or ions with the total composition C3H7O2, computed with ωB97M-V/def2-TZVPD.

electronic energy = -7317.68216 eV
net charge = -1
LUMO = 4.0 eV
HOMO energy = -2.55 eV
energy above the lowest of the compared OMol25 structures with the same formula, charge and spin = 3.2695 eV

Last column: Mulliken charge in e.
Positions of all 12 atoms, in Å:
1 O -3.60 2.31 0.51  -0.497
2 H 1.69 -3.39 2.85  -0.019
3 H 2.23 -3.56 3.32  0.018
4 H 2.56 0.33 -1.69  0.169
5 H 0.81 1.48 -0.77  0.209
6 O -0.58 0.04 -0.83  -0.719
7 C -2.66 1.58 0.27  0.028
8 H -2.58 0.66 0.86  0.254
9 H 1.69 -1.32 -1.71  0.239
10 C 1.76 -0.31 -1.31  -0.972
11 H -1.93 1.78 -0.52  0.198
12 C 0.62 0.40 -0.98  0.092



# 2
2 unconnected molecules or ions with the total composition C3H7O2S, computed with ωB97M-V/def2-TZVPD.

electronic energy = -18154.65403 eV
net charge = -1
LUMO = 3.7 eV
HOMO energy = -2.68 eV
energy above the lowest of the compared OMol25 structures with the same formula, charge and spin = 1.9605 eV

Last column: Mulliken charge in e.
Positions of all 13 atoms, in Å:
1 H -2.44 0.12 1.39  0.371
2 S 0.33 1.39 -2.03  -0.660
3 H -1.40 0.05 -0.96  0.289
4 H 1.17 -2.32 1.49  0.324
5 C -0.33 0.84 0.69  -0.446
6 H -0.54 1.89 0.73  0.329
7 O 1.98 -2.08 0.98  -0.672
8 H 1.54 -1.98 0.06  0.348
9 C -1.34 -0.04 1.39  -0.064
10 H 0.70 0.86 1.14  0.239
11 O -1.03 -1.17 1.64  -0.442
12 H 0.23 -0.76 -0.56  -0.081
13 C -0.35 0.17 -0.70  -0.535



# 3
2 unconnected molecules or ions with the total composition C3H7O2Si, computed with ωB97M-V/def2-TZVPD.

electronic energy = -15195.65321 eV
net charge = -1
LUMO = 2.3 eV
HOMO energy = -3.70 eV
energy above the lowest of the compared OMol25 structures with the same formula, charge and spin = 2.0596 eV

Last column: Mulliken charge in e.
Positions of all 13 atoms, in Å:
1 H -1.28 1.96 -1.01  0.364
2 Si 0.25 0.27 2.16  -0.061
3 C -0.47 1.56 0.96  -0.725
4 O 1.88 -2.07 -1.55  -0.648
5 O 0.82 -3.82 -0.53  -0.701
6 C -0.59 1.29 -0.57  -0.990
7 C 0.98 -2.62 -0.91  0.301
8 H 0.49 -0.91 1.29  0.025
9 H -1.51 1.77 1.35  0.314
10 H -0.17 2.54 1.24  0.472
11 H 0.38 1.58 -1.04  0.250
12 H 0.17 -1.88 -0.51  0.045
13 H -0.94 0.34 -0.86  0.352



# 4
2 unconnected molecules or ions with the total composition C3H7O3, computed with ωB97M-V/def2-TZVPD.

electronic energy = -9367.98353 eV
net charge = -1
LUMO = 3.9 eV
HOMO energy = -4.13 eV
energy above the lowest of the compared OMol25 structures with the same formula, charge and spin = 1.1748 eV

Last column: Mulliken charge in e.
Positions of all 13 atoms, in Å:
1 H 1.32 2.18 -1.09  0.183
2 O -0.03 0.98 -2.14  -0.525
3 O 0.56 0.18 1.98  -0.729
4 O -0.20 -1.84 2.62  -0.730
5 C -0.17 -0.83 1.89  0.515
6 C -1.06 -0.89 0.58  -0.689
7 H 1.96 0.62 -1.61  0.180
8 C 1.08 1.13 -1.23  -0.094
9 H -0.68 0.47 -1.64  0.348
10 H 0.83 0.72 -0.26  -0.057
11 H -0.52 -1.68 0.05  0.196
12 H -0.99 0.12 0.18  0.036
13 H -2.11 -1.16 0.69  0.365



# 5
2 unconnected molecules or ions with the total composition C3H7O3, computed with ωB97M-V/def2-TZVPD.

electronic energy = -9368.16695 eV
net charge = -1
LUMO = 4.0 eV
HOMO energy = -4.34 eV
energy above the lowest of the compared OMol25 structures with the same formula, charge and spin = 0.9914 eV

Last column: Mulliken charge in e.
Positions of all 13 atoms, in Å:
1 O 1.38 2.53 -1.14  -0.744
2 C 1.17 1.31 -0.87  0.601
3 H -1.52 -0.09 1.26  0.217
4 H 1.25 -0.11 -2.69  0.227
5 H -0.16 0.93 -2.52  0.219
6 C -1.25 -0.92 1.93  -0.488
7 O 1.26 0.74 0.24  -0.753
8 H 0.18 -0.46 -1.38  0.171
9 O -0.21 -1.54 1.21  -0.529
10 H -0.91 -0.43 2.91  0.182
11 H 0.35 -0.78 0.82  0.366
12 C 0.57 0.38 -1.95  -0.710
13 H -2.10 -1.57 2.18  0.243



# 6
2 unconnected molecules or ions with the total composition C3H7O3, computed with ωB97M-V/def2-TZVPD.

electronic energy = -9367.55091 eV
net charge = -1
LUMO = 3.7 eV
HOMO energy = -3.67 eV
energy above the lowest of the compared OMol25 structures with the same formula, charge and spin = 1.6074 eV

Last column: Mulliken charge in e.
Positions of all 13 atoms, in Å:
1 H 1.14 1.29 -1.56  0.242
2 O -1.29 0.73 2.33  -0.522
3 H -2.00 1.32 2.61  0.270
4 O 1.79 -1.79 -1.02  -0.736
5 H 2.76 0.59 -0.93  0.253
6 H 2.08 0.41 -2.67  0.235
7 H -2.01 0.28 0.44  0.206
8 C 1.10 -0.76 -1.19  0.516
9 H -0.99 -0.93 1.24  0.164
10 C -1.79 -0.21 1.37  -0.369
11 O -0.09 -0.62 -0.82  -0.698
12 H -2.61 -0.83 1.78  0.252
13 C 1.92 0.52 -1.60  -0.814



# 7
2 unconnected molecules or ions with the total composition C3H7O3, computed with ωB97M-V/def2-TZVPD.

electronic energy = -9368.52964 eV
net charge = -1
LUMO = 4.1 eV
HOMO energy = -4.61 eV
energy above the lowest of the compared OMol25 structures with the same formula, charge and spin = 0.6287 eV

Last column: Mulliken charge in e.
Positions of all 13 atoms, in Å:
1 C -0.99 1.83 0.22  -0.285
2 H -0.54 -0.05 0.32  0.483
3 H -1.80 2.53 0.47  0.291
4 H 0.34 3.37 0.89  0.361
5 O -1.36 0.52 0.54  -0.572
6 O 0.75 -0.87 0.02  -0.702
7 O 1.18 -2.67 -1.26  -0.631
8 H 0.20 2.05 1.98  0.264
9 H -0.85 1.93 -0.87  0.220
10 C 0.44 -1.90 -0.63  0.120
11 H -0.64 -2.16 -0.51  0.164
12 H 1.19 1.83 0.53  0.275
13 C 0.28 2.29 0.92  -0.990



# 8
2 unconnected molecules or ions with the total composition C3H7O3, computed with ωB97M-V/def2-TZVPD.

electronic energy = -9367.79084 eV
net charge = -1
LUMO = 4.1 eV
HOMO energy = -4.15 eV
energy above the lowest of the compared OMol25 structures with the same formula, charge and spin = 1.3675 eV

Last column: Mulliken charge in e.
Positions of all 13 atoms, in Å:
1 C -2.79 0.13 -0.38  -0.931
2 H 3.07 0.46 1.11  0.160
3 H 2.67 -1.24 1.06  0.139
4 H -2.92 0.56 -1.38  0.199
5 C 2.45 -0.29 0.59  -0.101
6 O -0.47 -0.20 -0.16  -0.753
7 O 3.16 -0.41 -0.71  -0.581
8 O -1.37 1.49 1.04  -0.726
9 H -3.62 0.42 0.27  0.280
10 C -1.41 0.54 0.23  0.634
11 H 2.50 -0.64 -1.39  0.307
12 H 1.50 0.13 0.28  0.100
13 H -2.78 -0.94 -0.56  0.273



# 9
2 unconnected molecules or ions with the total composition C3H7O3, computed with ωB97M-V/def2-TZVPD.

electronic energy = -9368.09222 eV
net charge = -1
LUMO = 4.1 eV
HOMO energy = -4.01 eV
energy above the lowest of the compared OMol25 structures with the same formula, charge and spin = 1.0661 eV

Last column: Mulliken charge in e.
Positions of all 13 atoms, in Å:
1 O 0.07 -1.53 1.69  -0.728
2 H 2.10 -0.51 -2.87  0.233
3 O 0.17 0.41 0.54  -0.669
4 H -1.73 -0.46 3.05  0.273
5 H 1.64 -0.31 -1.19  0.241
6 H -1.42 1.20 2.46  0.267
7 H 0.48 -1.00 -2.25  0.204
8 H 0.93 1.63 -1.79  0.328
9 C -1.55 0.16 2.19  -0.844
10 C 1.26 -0.24 -2.21  -0.505
11 O 0.71 1.03 -2.50  -0.508
12 H -2.36 0.00 1.47  0.173
13 C -0.30 -0.37 1.41  0.535



# 10
C3H7O3P in the gas phase, computed with ωB97M-V/def2-TZVPD.

structure (SMILES) = C=C(O)C(O)(O)P
electronic energy = -18653.50988 eV
LUMO = 0.3 eV
HOMO energy = -8.77 eV
energy above the lowest of the compared OMol25 structures with the same formula, charge and spin = 3.2621 eV

Last column: Mulliken charge in e.
Positions of all 14 atoms, in Å:
1 C -1.45 1.13 -0.71  -1.004
2 O -1.53 -1.24 -0.46  -0.517
3 C 0.44 -0.16 0.47  0.685
4 H -0.99 -1.94 -0.04  0.347
5 H -0.28 -1.72 1.47  0.272
6 H 2.78 0.13 -0.54  0.031
7 P 1.55 -0.32 -1.04  -0.020
8 H -2.33 1.09 -1.31  0.321
9 H 1.25 1.00 -1.36  0.019
10 H -0.85 2.01 -0.71  0.311
11 O 0.63 0.92 1.34  -0.465
12 O 0.59 -1.40 1.09  -0.605
13 C -0.98 -0.08 -0.24  0.304
14 H 1.16 0.59 2.05  0.321



# 11
2 unconnected molecules or ions with the total composition C3H7O3S3, computed with ωB97M-V/def2-TZVPD.

electronic energy = -41870.32501 eV
net charge = -1
LUMO (spin up / spin down) = 3.0 / 3.0 eV
HOMO energy (spin up / spin down) = -3.89 / -3.89 eV
energy above the lowest of the compared OMol25 structures with the same formula, charge and spin = 4.0151 eV

Last column: Mulliken charge in e.
Positions of all 16 atoms, in Å:
1 O 3.05 -0.73 -0.71  -0.532
2 H -2.13 -1.05 1.60  0.260
3 C -0.88 0.20 0.23  0.380
4 H -2.20 -1.15 -0.22  0.403
5 H -3.01 0.16 0.59  0.379
6 H 0.39 -1.27 -1.85  0.071
7 H 0.93 1.66 1.05  0.286
8 O 1.29 0.86 -1.70  -0.224
9 C 0.39 -0.56 0.36  -0.495
10 H 0.72 0.15 -2.09  0.026
11 S 0.73 -1.73 1.38  -0.310
12 O 2.35 1.31 0.39  -0.614
13 S 1.88 0.17 -0.47  0.651
14 S -0.42 1.63 1.44  -0.358
15 H -0.93 0.83 -0.61  0.328
16 C -2.14 -0.49 0.60  -1.252



# 12
A molecular structure, C3H7O3Yb, computed with ωB97M-V/def2-TZVPD.

electronic energy = -40877.52508 eV
net charge = +2
LUMO (spin up / spin down) = -10.1 / -11.6 eV
HOMO energy (spin up / spin down) = -19.31 / -19.26 eV
energy above the lowest of the compared OMol25 structures with the same formula, charge and spin = 0.9754 eV
2S+1 = 2

Last column: Mulliken charge in e.
Positions of all 14 atoms, in Å:
1 H 2.28 -0.65 -1.04  0.322
2 H 2.23 0.96 -0.27  0.277
3 O -0.92 1.84 1.72  -0.721
4 H 1.29 0.70 -1.77  0.370
5 C -0.66 -0.46 -0.68  -0.394
6 Yb 0.24 0.10 2.28  1.627
7 H -0.48 -0.96 -1.64  0.495
8 H -1.25 0.72 -0.67  0.372
9 H -0.56 2.70 1.52  0.324
10 C -1.38 -1.37 0.22  0.202
11 H -1.94 -2.20 -0.24  0.393
12 O 0.57 -0.21 -0.02  -0.166
13 C 1.66 0.23 -0.84  -0.686
14 O -1.07 -1.41 1.43  -0.416



# 13
C3H7O4P in the gas phase, computed with ωB97M-V/def2-TZVPD.

structure (SMILES) = COC(OC)OP=O
electronic energy = -20702.00207 eV
LUMO = 0.2 eV
HOMO energy = -10.09 eV
energy above the lowest of the compared OMol25 structures with the same formula, charge and spin = 1.4750 eV

Last column: Mulliken charge in e.
Positions of all 15 atoms, in Å:
1 P 3.18 0.03 0.44  0.444
2 H 0.72 0.38 -2.11  0.386
3 H -0.85 1.56 0.80  0.352
4 O 0.23 -1.20 -0.72  -0.323
5 H -1.30 1.00 -0.73  0.359
6 O 0.72 0.98 -0.07  -0.281
7 C 0.88 -0.01 -1.02  0.271
8 O 4.56 0.21 0.17  -0.444
9 C -0.54 1.54 -0.14  -0.860
10 C 0.45 -1.62 0.64  -0.579
11 H 1.12 -1.01 1.29  0.262
12 O 2.39 -0.08 -1.06  -0.411
13 H -0.54 2.55 -0.67  0.261
14 H 0.99 -2.58 0.38  0.277
15 H -0.50 -1.79 1.13  0.287



# 14
A molecular structure, C3H7O5Tl, computed with ωB97M-V/def2-TZVPD.

electronic energy = -18127.05761 eV
net charge = +2
LUMO = -13.3 eV
HOMO energy = -18.36 eV
energy above the lowest of the compared OMol25 structures with the same formula, charge and spin = 5.2760 eV

Last column: Mulliken charge in e.
Positions of all 16 atoms, in Å:
1 H 0.69 0.37 -1.34  0.387
2 H 2.38 0.15 -0.22  0.473
3 H 2.07 -0.04 2.35  0.407
4 O -2.32 -0.60 -2.97  -0.428
5 C 1.53 -0.38 0.20  -0.605
6 O -1.42 -0.28 -1.03  -0.284
7 O 0.49 -0.36 -0.74  -0.491
8 H 0.93 1.25 1.73  0.318
9 C -1.93 0.18 -2.06  0.898
10 H -0.13 -0.60 2.99  0.404
11 O 0.02 -0.53 2.04  -0.417
12 Tl -1.22 -1.04 0.46  1.226
13 H -1.88 1.65 -1.24  0.306
14 C 1.21 0.20 1.73  -0.288
15 H 1.79 -1.44 0.23  0.403
16 O -2.20 1.47 -2.13  -0.308



# 15
3 unconnected molecules or ions with the total composition C3H7O6S, computed with ωB97M-V/def2-TZVPD.

electronic energy = -26344.61721 eV
net charge = -1
LUMO = 3.5 eV
HOMO energy = -4.95 eV

Last column: Mulliken charge in e.
Positions of all 17 atoms, in Å:
1 H -0.34 1.84 0.61  0.187
2 C 0.95 2.11 -1.02  0.203
3 H 1.05 -1.73 -1.06  0.382
4 H -0.65 0.70 -0.74  0.086
5 O 0.81 -2.06 0.82  -0.794
6 C -0.36 1.76 -0.52  -0.506
7 O -1.22 -2.05 -0.78  -0.284
8 H -0.48 -2.05 0.03  0.454
9 C -0.67 -1.80 -1.95  -0.369
10 O 1.26 3.27 -1.12  -0.529
11 O 0.60 -1.63 -1.93  -0.176
12 H 1.63 1.27 -1.14  0.296
13 O 0.44 0.01 1.83  -0.466
14 H -1.19 2.54 -0.70  0.315
15 O 0.62 -2.05 3.46  -0.554
16 H -0.28 -2.39 3.21  0.291
17 S 1.23 -1.20 1.98  0.465



# 16
C3H7OPS2 in the gas phase, computed with ωB97M-V/def2-TZVPD.

structure (SMILES) = CSP1OCCS1
electronic energy = -36231.26210 eV
LUMO = 0.6 eV
HOMO energy = -8.29 eV
energy above the lowest of the compared OMol25 structures with the same formula, charge and spin = 1.2010 eV

Last column: Mulliken charge in e.
Positions of all 14 atoms, in Å:
1 S -1.52 -0.99 -0.49  -0.095
2 O 0.64 0.73 0.26  -0.247
3 C 2.85 -0.32 -0.17  -0.366
4 H 3.60 -0.55 0.62  0.263
5 H -1.67 -2.48 1.37  0.316
6 H -2.73 -3.02 -0.01  0.278
7 C -2.35 -2.19 0.62  -0.786
8 H 3.30 -0.42 -1.14  0.353
9 C 2.03 0.90 0.30  -0.610
10 H -3.28 -1.82 0.96  0.296
11 S 1.81 -1.78 -0.08  -0.241
12 P 0.11 -0.72 0.79  0.097
13 H 2.30 1.74 -0.27  0.333
14 H 2.24 1.11 1.26  0.408



# 17
2 unconnected molecules or ions with the total composition C3H7OS, computed with ωB97M-V/def2-TZVPD.

electronic energy = -16106.98476 eV
net charge = -1
LUMO = 4.0 eV
HOMO energy = -2.24 eV
energy above the lowest of the compared OMol25 structures with the same formula, charge and spin = 1.2926 eV

Last column: Mulliken charge in e.
Positions of all 12 atoms, in Å:
1 H 2.06 2.06 -0.59  0.323
2 C -2.09 -1.38 -0.30  -0.653
3 H 0.59 1.31 -0.92  0.218
4 S -0.36 -1.79 -0.52  -0.724
5 H 1.91 0.27 -0.89  0.262
6 H -2.05 -0.36 -0.78  0.092
7 O 1.27 1.56 2.01  -0.536
8 H 1.06 -0.25 1.24  0.387
9 H -2.84 -2.01 -0.78  0.235
10 C 1.18 0.75 1.12  0.105
11 C 1.49 1.12 -0.37  -0.858
12 H -2.23 -1.29 0.79  0.150



# 18
2 unconnected molecules or ions with the total composition C3H7OS, computed with ωB97M-V/def2-TZVPD.

electronic energy = -16106.76572 eV
net charge = -1
LUMO = 3.6 eV
HOMO energy = -2.25 eV
energy above the lowest of the compared OMol25 structures with the same formula, charge and spin = 1.5117 eV

Last column: Mulliken charge in e.
Positions of all 12 atoms, in Å:
1 O -1.28 4.30 -2.17  -0.427
2 H -0.50 -0.93 1.49  0.271
3 H -1.24 2.65 -0.96  0.219
4 H 1.91 -0.82 0.55  0.163
5 H 1.71 -2.57 0.24  0.175
6 H 0.17 -2.60 2.08  0.218
7 C -1.47 3.14 -1.92  -0.011
8 H 0.84 -1.02 2.48  0.273
9 C 0.34 -1.60 1.69  -0.908
10 H -1.98 2.52 -2.69  0.208
11 S 0.32 -1.44 -1.18  -0.740
12 C 1.18 -1.62 0.39  -0.441